Record 1
The following is a DFT calculation (ωB97M-V/def2-TZVPD) of a single C21H25NO3S molecule.

The calculation puts the molar mass at 371.50 g mol⁻¹. For the HOMO energy, the calculation gives -0.2889 Ha. As for the spin multiplicity: 1. As for the SMILES: COc1ccc2c(c1)[C@H](SCC(=O)NCc1ccccc1)CC(C)(C)O2. For the relative energy (zero: lowest compared OMol25 entry of this formula, charge and spin), the calculation gives 0.895 eV. The LUMO energy is 0.02166 hartree.

Last column: Mulliken charge in e.
CARTESIAN COORDINATES (ANGSTROEM)
C -2.624 1.276 3.424  -0.662
O -3.046 1.113 2.086  -0.497
C -2.382 0.226 1.296  0.072
C -2.890 0.056 0.004  -0.508
C -2.307 -0.841 -0.860  -0.808
C -1.181 -1.576 -0.480  -0.004
C -0.643 -1.381 0.791  -0.110
C -1.269 -0.506 1.677  0.232
C 0.567 -2.148 1.211  0.039
S 2.140 -1.150 1.131  -0.217
C 1.988 -0.051 2.566  -0.729
C 1.118 1.185 2.352  0.521
O 0.598 1.751 3.295  -0.712
N 1.021 1.589 1.082  0.043
C 0.207 2.716 0.665  -0.369
C 0.371 2.936 -0.811  -0.242
C -0.007 1.932 -1.697  0.252
C 0.161 2.100 -3.059  -0.652
C 0.704 3.275 -3.551  -0.507
C 1.079 4.280 -2.676  -0.598
C 0.917 4.109 -1.311  -0.560
C 0.729 -3.395 0.351  -1.841
C 0.520 -3.132 -1.148  1.934
C 1.636 -2.281 -1.761  -1.496
C 0.432 -4.470 -1.886  -1.985
O -0.728 -2.481 -1.386  -0.465
H -1.591 1.628 3.488  0.226
H -3.288 2.027 3.847  0.274
H -2.730 0.343 3.987  0.304
H -3.754 0.629 -0.290  0.453
H -2.709 -1.001 -1.847  0.455
H -0.875 -0.416 2.676  0.733
H 0.500 -2.429 2.266  0.723
H 3.007 0.282 2.775  0.401
H 1.630 -0.614 3.429  0.358
H 1.444 1.022 0.360  0.201
H -0.845 2.506 0.900  0.059
H 0.509 3.599 1.237  0.470
H -0.447 1.021 -1.315  0.561
H -0.137 1.314 -3.736  0.447
H 0.834 3.408 -4.615  0.380
H 1.502 5.198 -3.055  0.377
H 1.214 4.894 -0.631  0.384
H -0.024 -4.119 0.677  0.461
H 1.715 -3.835 0.503  0.442
H 1.575 -1.256 -1.407  0.174
H 2.611 -2.682 -1.501  0.333
H 1.530 -2.271 -2.843  0.425
H 1.373 -5.006 -1.804  0.396
H -0.365 -5.081 -1.468  0.420
H 0.212 -4.293 -2.935  0.412

Cartesian forces, eV/Å:
0.140 0.079 0.262
-0.110 -0.030 -0.373
0.063 -0.076 -0.008
0.061 0.015 0.163
0.151 -0.103 0.055
-0.163 0.339 0.399
-0.161 -0.218 -0.354
-0.319 0.165 0.023
0.534 0.264 0.148
0.063 -0.283 0.264
-0.076 -0.312 -0.301
0.340 -0.284 -0.193
-0.143 0.251 0.335
0.113 0.197 -0.361
-0.097 0.115 0.326
0.033 0.025 0.017
0.002 0.049 0.027
-0.005 -0.068 -0.038
0.020 0.041 -0.079
0.026 0.060 -0.074
-0.042 -0.045 0.065
-0.105 0.132 -0.107
0.506 -0.392 -0.050
-0.363 -0.026 0.050
-0.130 0.384 0.206
-0.106 -0.152 -0.166
-0.103 -0.061 -0.029
0.026 -0.064 0.026
-0.007 -0.003 -0.015
-0.127 0.065 -0.043
-0.069 -0.008 -0.138
0.042 0.057 0.147
-0.084 -0.028 -0.096
-0.056 -0.003 0.070
-0.016 0.164 0.028
-0.080 -0.016 0.157
0.090 0.061 0.029
-0.112 -0.042 -0.100
-0.059 -0.121 0.065
-0.033 -0.075 -0.070
0.011 0.013 -0.088
0.036 0.073 -0.034
0.035 0.068 0.086
0.030 -0.006 -0.014
-0.024 -0.074 -0.014
0.031 0.078 -0.018
0.163 -0.041 0.004
-0.003 -0.024 -0.111
0.126 -0.076 -0.008
-0.062 -0.075 0.057
0.014 0.010 -0.127

---

Record 2
The following is a DFT calculation (ωB97M-V/def2-TZVPD) of 2 unconnected molecules or ions with the total composition C5H12NO at a distorted geometry.

The calculation puts the molar mass at 102.16 g mol⁻¹. As for the charge: +1. For the HOMO energy (spin up / spin down), the calculation gives -0.5609 / -0.5111 Ha. As for the spin multiplicity: 1. For the relative energy (zero: lowest compared OMol25 entry of this formula, charge and spin), the calculation gives 8.238 eV. The LUMO energy (spin up / spin down) is -0.20712 / -0.20932 hartree.

Last column: Mulliken charge in e.
CARTESIAN COORDINATES (ANGSTROEM)
C 0.274 -2.278 0.443  -0.377
C 1.541 0.135 -1.236  -1.168
C 1.035 0.662 1.052  -1.126
C -2.548 0.769 0.258  -0.602
C 0.355 0.546 -0.309  0.011
N -0.537 -0.535 -0.272  0.137
O -1.697 -0.489 0.168  -0.211
H -0.648 -2.873 0.269  0.346
H 1.287 -2.406 0.090  0.400
H 1.498 -0.985 -1.413  0.264
H 1.423 0.554 -2.265  0.341
H 2.497 0.384 -0.921  0.373
H 1.528 -0.267 1.272  0.385
H 0.280 1.017 1.895  0.265
H 1.816 1.446 0.928  0.409
H -3.390 0.388 0.691  0.296
H -2.667 0.921 -0.757  0.375
H -1.986 1.592 0.819  0.281
H -0.061 1.418 -0.712  0.601

Cartesian forces, eV/Å:
-2.724 2.599 -1.723
-2.537 -1.688 -2.788
-1.519 2.712 1.631
4.301 0.534 0.469
3.611 -0.758 -0.033
3.083 -4.287 0.562
-3.203 0.095 1.704
0.985 0.211 0.339
-0.044 -0.069 -0.021
0.211 1.288 0.255
-0.008 -0.213 0.782
1.552 0.614 1.007
0.025 -0.307 0.396
1.698 -0.973 -1.527
-0.574 -0.460 0.404
-2.154 -0.644 1.389
-0.680 1.239 -1.918
-0.999 -1.268 -0.778
-1.024 1.377 -0.149

---

Record 3
The following is a DFT calculation (ωB97M-V/def2-TZVPD) of 2 unconnected molecules or ions with the total composition C4H11NO2 at a distorted geometry.

The calculation puts the molar mass at 105.14 g mol⁻¹. For the HOMO energy, the calculation gives -0.3588 Ha. As for the spin multiplicity: 1. As for the SMILES: CCNC(C)=O.O. For the relative energy (zero: lowest compared OMol25 entry of this formula, charge and spin), the calculation gives 0.479 eV. The LUMO energy is 0.02130 hartree.

Last column: Mulliken charge in e.
CARTESIAN COORDINATES (ANGSTROEM)
C -0.906 1.576 1.486  -1.244
C -0.944 0.834 0.192  -0.472
N 0.055 -0.274 0.128  -0.150
C 1.408 -0.195 0.173  0.694
C 2.177 -1.478 0.246  -0.963
O 2.021 0.850 0.203  -0.607
H -1.715 2.325 1.459  0.363
H 0.046 2.092 1.692  0.316
H -1.108 0.870 2.309  0.312
H -1.928 0.331 0.135  0.414
H -0.904 1.590 -0.615  0.259
H -0.349 -1.205 0.252  0.273
H 2.616 -1.641 1.245  0.236
H 2.994 -1.414 -0.491  0.282
H 1.543 -2.344 -0.006  0.295
O -2.005 -0.759 -2.983  -0.655
H -1.859 0.070 -2.475  0.324
H -1.141 -1.228 -2.948  0.323

Cartesian forces, eV/Å:
-0.134 0.486 1.181
0.171 -0.624 -0.301
-1.322 -0.450 -0.331
0.280 0.514 0.614
-0.028 -1.125 -0.413
-0.111 0.813 -0.224
0.297 -0.187 0.217
-0.366 -0.298 -0.275
0.081 0.387 -0.131
0.482 0.216 -0.233
0.492 -0.789 -0.059
0.336 0.675 -0.202
-0.237 0.265 -0.402
-0.310 -0.059 0.400
0.335 0.164 0.127
0.981 0.324 0.598
-0.061 -0.892 -0.549
-0.885 0.580 -0.016

---

Record 4
The following is a DFT calculation (ωB97M-V/def2-TZVPD) of 2 unconnected molecules or ions with the total composition C45H41O4Si at a distorted geometry.

The calculation puts the molar mass at 673.90 g mol⁻¹. As for the charge: +1. For the HOMO energy, the calculation gives -0.3711 Ha. As for the spin multiplicity: 1. The LUMO energy is -0.15542 hartree.

Last column: Mulliken charge in e.
CARTESIAN COORDINATES (ANGSTROEM)
C -4.665 7.508 -0.088  -0.802
O -3.399 6.855 0.159  -0.429
C -3.211 5.587 -0.294  0.916
C -1.917 5.030 -0.130  -0.815
C -1.660 3.732 -0.531  -0.321
C -2.674 2.916 -1.097  -0.123
C -2.393 1.558 -1.564  0.693
C -1.072 1.178 -1.896  -1.090
C -0.642 -0.103 -2.228  -0.172
C 0.522 -0.272 -3.080  1.087
C 0.663 -1.432 -3.886  -0.437
C 1.774 -1.603 -4.702  -0.626
C 2.739 -0.589 -4.803  -0.546
C 2.567 0.601 -4.084  -0.768
C 1.481 0.759 -3.229  -0.688
C -3.493 0.595 -1.687  0.351
C -4.475 0.516 -0.670  -0.421
C -5.498 -0.402 -0.726  -0.941
C -5.624 -1.238 -1.863  0.945
O -6.659 -2.119 -1.855  -0.442
C -6.931 -2.885 -3.047  -0.788
C -4.695 -1.130 -2.924  -0.770
C -3.628 -0.251 -2.806  -0.412
C -3.949 3.505 -1.275  -0.403
C -4.229 4.808 -0.895  -0.798
H -4.579 8.465 0.425  0.249
H -4.816 7.671 -1.164  0.350
H -5.504 6.933 0.327  0.320
H -1.143 5.646 0.326  0.436
H -0.660 3.318 -0.388  0.334
H -0.344 1.999 -1.892  0.268
H -1.337 -0.945 -2.157  0.552
H -0.124 -2.192 -3.864  0.394
H 1.879 -2.522 -5.289  0.413
H 3.602 -0.713 -5.468  0.418
H 3.273 1.426 -4.207  0.416
H 1.364 1.691 -2.682  0.428
H -4.398 1.176 0.197  0.651
H -6.225 -0.499 0.077  0.456
H -7.737 -3.555 -2.752  0.252
H -7.262 -2.227 -3.861  0.342
H -6.053 -3.463 -3.364  0.308
H -4.796 -1.745 -3.821  0.389
H -2.900 -0.183 -3.618  0.543
H -4.742 2.935 -1.758  0.482
H -5.228 5.222 -1.040  0.355
C 4.317 3.115 1.617  -0.524
C 5.135 2.007 1.863  -0.763
C 4.563 0.747 2.081  0.113
C 3.171 0.589 2.040  0.541
Si 2.428 -1.056 2.405  -0.418
C 3.522 -2.444 1.868  0.993
C 4.383 -2.288 0.774  -0.173
C 5.132 -3.369 0.303  -0.802
C 5.062 -4.608 0.949  -0.550
C 4.257 -4.747 2.083  -0.725
C 3.498 -3.666 2.552  -0.382
C 2.138 -1.250 4.231  0.119
C 3.269 -1.244 5.066  -0.165
C 3.132 -1.383 6.452  -0.676
C 1.861 -1.521 7.017  -0.457
C 0.733 -1.513 6.189  -0.633
C 0.865 -1.371 4.801  -0.329
O 0.889 -0.980 1.563  -0.514
C 0.678 -1.499 0.385  0.327
C -0.492 -1.620 -0.358  -0.308
C -0.345 -2.937 -1.032  -0.474
C 1.160 -3.077 -1.164  -0.378
O 1.692 -2.122 -0.202  -0.201
C 2.350 1.701 1.802  -0.294
C 2.926 2.959 1.592  -0.682
H 4.761 4.096 1.450  0.401
H 6.217 2.114 1.886  0.403
H 5.206 -0.114 2.278  0.388
H 4.460 -1.323 0.272  0.503
H 5.758 -3.233 -0.577  0.421
H 5.633 -5.455 0.567  0.396
H 4.207 -5.701 2.607  0.411
H 2.878 -3.773 3.445  0.377
H 4.268 -1.138 4.631  0.269
H 4.018 -1.387 7.085  0.399
H 1.751 -1.632 8.096  0.384
H -0.259 -1.618 6.624  0.381
H -0.020 -1.361 4.164  0.433
H -1.436 -1.212 0.004  0.580
H -0.732 -3.754 -0.389  0.321
H -0.843 -3.016 -1.997  0.338
H 1.509 -4.081 -0.899  0.344
H 1.554 -2.805 -2.147  0.125
H 1.263 1.596 1.791  0.481
H 2.280 3.816 1.410  0.442

Cartesian forces, eV/Å:
0.337 -0.241 0.031
-0.148 -0.632 -0.417
-0.306 -0.065 -0.052
-0.368 0.067 -0.048
-0.247 0.039 0.009
-0.072 0.508 -0.140
1.044 -0.581 -0.020
-1.007 1.180 0.810
-0.661 -0.532 -0.323
0.896 -0.154 -0.643
-0.085 0.396 0.372
0.118 0.157 -0.207
-0.233 -0.041 0.081
-0.038 -0.058 -0.056
-0.091 -0.554 -0.074
-0.390 -0.133 -0.037
0.281 0.104 -0.008
-0.151 -0.464 -0.570
0.079 -0.083 -0.212
0.449 0.330 -0.339
0.119 0.269 0.364
-0.350 -0.234 0.424
0.052 0.303 0.180
0.140 -0.200 -0.050
0.461 0.357 0.351
-0.086 -0.138 -0.105
0.066 -0.082 0.258
0.255 0.137 -0.044
-0.198 -0.162 -0.110
-0.305 0.181 0.062
-0.351 -0.520 -0.173
0.191 0.751 -0.621
0.336 0.232 0.024
-0.043 0.410 0.212
-0.403 0.053 0.326
-0.163 -0.339 0.075
0.183 -0.232 -0.103
0.012 -0.223 -0.259
0.143 0.028 -0.185
0.111 0.045 -0.164
0.088 -0.127 0.182
-0.208 0.081 0.135
0.036 0.276 0.358
-0.298 0.060 0.182
0.217 0.065 0.126
0.378 -0.196 -0.031
-0.182 -0.322 0.039
-0.228 -0.144 0.044
0.025 0.578 -0.111
0.060 0.164 -0.120
0.073 0.149 0.246
0.273 -0.069 0.083
0.247 -0.557 -0.170
-0.147 0.223 0.153
-0.242 0.226 0.124
-0.047 0.088 0.023
0.163 -0.189 -0.379
-0.477 0.103 -0.001
-0.180 -0.083 0.291
-0.115 0.029 -0.328
-0.057 0.032 -0.434
0.102 0.031 -0.075
0.258 -0.092 0.460
0.487 0.057 -0.186
-0.822 -0.180 -0.542
0.074 0.878 1.636
-0.489 -0.736 -0.299
0.446 -0.052 -0.208
0.479 -0.559 0.350
0.478 0.425 -0.084
0.062 -0.267 0.032
-0.111 -0.245 0.043
-0.218 0.043 0.000
-0.159 0.285 -0.077
-0.106 -0.271 0.031
-0.039 -0.099 0.216
-0.147 0.228 0.158
0.066 0.211 -0.136
0.165 -0.057 -0.273
-0.277 -0.048 0.158
-0.203 0.012 -0.133
0.009 0.026 -0.294
0.188 0.027 -0.050
0.186 -0.019 0.209
0.256 -0.368 0.089
-0.029 0.368 -0.371
-0.099 -0.068 -0.120
0.102 0.351 0.070
-0.084 -0.055 0.332
0.297 0.001 -0.012
0.167 -0.093 0.043

---

Question: The highest molar mass belongs to which entry?
Answer: C45H41O4Si

---

Question: Which formula does entry 3 have?
Answer: C4H11NO2